18
Properties=species:S:1:pos:R:3:forces:R:3:lowdin_charge:R:1 method="wB97M-V/def2-TZVPD" max_force_ev_per_a=2.16 homo_ev=-14.3 lumo_energy_ev=-3.259 total_charge=+1 e_tot_ev=-9346.942 smiles="N[C@@H](C=O)CC[NH3+]" de_lowest_kj_mol=184.7
O -0.482 -2.023 -0.476 0.281 -0.239 0.079 0.080
C -1.397 -1.245 -0.547 0.420 0.169 -0.455 -0.188
C -1.217 0.174 -0.049 1.024 -0.445 0.249 -0.327
C -0.235 0.243 1.138 -0.136 0.807 0.852 -0.129
C 1.304 0.098 1.052 -0.207 -0.615 -0.144 -0.099
N 1.765 -0.100 -0.375 -1.586 -1.472 -0.058 0.188
N -0.703 1.031 -1.183 -1.727 -0.360 0.137 0.053
H -2.310 -1.526 -1.091 -0.250 0.092 0.157 0.142
H -2.144 0.543 0.380 -0.344 0.077 -0.334 0.144
H -0.431 1.236 1.555 0.155 -0.044 0.013 0.121
H -0.574 -0.438 1.918 -0.096 -0.126 -0.110 0.128
H 1.820 0.935 1.514 -0.033 0.164 -0.394 0.130
H 1.625 -0.787 1.597 -0.020 0.001 -0.055 0.128
H 1.811 -1.102 -0.591 0.732 -0.009 0.432 0.162
H 0.932 0.094 -0.952 0.377 1.356 -0.294 0.098
H 2.581 0.393 -0.689 0.431 0.339 -0.099 0.165
H -1.018 0.634 -2.075 0.199 -0.105 0.174 0.099
H -1.328 1.838 -1.125 0.781 0.409 -0.150 0.105



142
Properties=species:S:1:pos:R:3:forces:R:3:lowdin_charge:R:1 method="wB97M-V/def2-TZVPD" max_force_ev_per_a=9.65 homo_ev=-10.3 lumo_energy_ev=-5.283 total_charge=+1 e_tot_ev=-98197.369
C -4.063 -3.902 7.472 0.002 -0.227 1.515 -0.143
O -4.306 -3.732 6.024 2.230 -0.074 0.922 -0.264
C -3.013 -3.752 5.269 0.449 -1.588 0.102 -0.218
C -3.259 -4.031 3.668 -0.976 -0.186 -0.154 -0.160
C -3.252 -2.688 2.725 -0.093 0.638 0.308 -0.205
C -1.932 -1.729 2.898 -0.494 0.402 -1.117 -0.219
C -0.523 -2.406 2.392 -0.005 -0.382 0.273 -0.200
C 0.365 -3.070 3.604 0.677 0.700 -0.720 -0.196
C 1.717 -2.122 3.775 -0.111 -0.927 1.646 -0.191
C 2.183 -2.288 5.354 1.667 -0.244 -0.277 -0.218
C 2.526 -0.873 6.108 -0.702 -0.493 1.176 -0.136
C 1.160 0.026 6.477 0.407 -0.592 -0.312 -0.048
N -0.004 -0.794 6.860 2.702 4.043 -0.945 0.111
N -1.139 -0.140 7.218 2.110 5.010 -0.571 0.038
C -1.172 1.349 7.211 -0.537 1.418 -0.116 -0.044
C -2.616 2.021 7.727 0.264 -1.374 0.613 -0.091
C -3.819 1.893 6.616 -2.957 6.508 -3.406 -0.553
O -4.315 3.010 6.015 3.791 -7.774 4.286 -0.079
Cl -4.651 0.291 6.106 1.744 1.989 1.150 0.579
C -0.030 2.430 6.783 1.674 -6.191 -1.156 -0.055
P -0.178 4.338 6.798 -0.219 4.002 4.809 0.706
N -0.247 4.775 8.388 -0.616 -1.261 -3.677 -0.193
O -1.614 4.970 6.043 3.059 -3.712 -1.206 -0.212
O 1.306 5.103 6.195 -4.018 -2.646 -1.584 -0.207
C 1.380 1.636 6.340 -4.320 1.284 1.039 -0.043
N 2.647 2.355 5.916 -2.802 -3.966 -3.333 0.092
C 2.821 2.339 4.554 0.629 -0.022 1.248 -0.255
C 1.662 2.558 3.414 0.295 -0.887 -0.602 -0.046
C 4.369 2.114 4.001 -0.147 1.686 -0.758 -0.046
H -2.938 -4.156 7.738 -2.181 0.567 -0.791 0.093
H -4.365 -2.940 8.107 0.616 -1.782 -1.613 0.090
H -4.701 -4.788 7.954 1.218 1.859 -1.488 0.111
H -2.413 -4.697 5.681 -1.095 2.045 -0.855 0.131
H -2.365 -2.804 5.509 -1.322 -1.542 -0.540 0.091
H -2.531 -4.888 3.278 -1.351 2.083 0.913 0.124
H -4.356 -4.495 3.582 2.404 0.950 0.279 0.132
H -3.377 -2.910 1.571 0.229 0.185 2.434 0.114
H -4.196 -2.039 3.044 1.959 -1.340 -0.682 0.121
H -2.114 -0.786 2.189 0.250 -1.987 1.546 0.113
H -1.906 -1.308 3.991 0.308 -0.865 -1.925 0.082
H 0.130 -1.544 1.902 -1.353 -1.959 0.851 0.094
H -0.710 -3.262 1.595 0.124 2.045 1.462 0.120
H -0.239 -3.135 4.616 1.221 0.296 -2.074 0.089
H 0.741 -4.158 3.341 -0.883 2.197 0.504 0.124
H 2.602 -2.514 3.076 -2.095 1.034 1.432 0.127
H 1.522 -0.983 3.594 0.128 -2.127 0.064 0.093
H 1.451 -2.938 6.000 1.279 1.480 -1.349 0.106
H 3.207 -2.899 5.316 -2.159 1.374 0.388 0.128
H 3.328 -0.234 5.542 -1.881 -1.135 1.032 0.096
H 2.997 -1.137 7.172 -0.993 0.658 -2.236 0.140
H -1.987 -0.707 7.523 1.446 0.942 -0.618 0.177
H -2.901 1.422 8.719 0.372 1.168 -2.266 0.150
H -2.489 3.146 8.068 -0.120 -2.324 -1.172 0.124
H -1.144 5.287 8.544 0.920 -0.376 -0.153 -0.005
H -1.821 4.298 5.303 -0.199 1.634 1.220 0.090
H 1.199 5.077 5.186 0.608 0.272 1.690 0.064
H 1.337 3.688 3.310 0.861 -2.231 0.452 0.097
H 2.113 2.232 2.365 -0.945 0.767 2.312 0.091
H 0.698 1.903 3.575 1.890 1.298 -0.033 0.089
H 4.438 2.366 2.838 -0.380 -0.557 2.559 0.094
H 5.095 2.897 4.524 -1.563 -1.985 -0.835 0.112
H 4.746 1.007 4.114 -1.006 2.225 0.192 0.095
C -5.700 -1.070 -0.413 0.152 0.018 0.159 -0.104
O -4.333 -1.430 -0.588 -0.251 0.079 -0.297 -0.220
C -4.051 -1.848 -1.927 0.493 0.293 0.222 -0.185
C -3.336 -0.746 -2.713 -0.643 -0.134 -0.206 -0.185
O -4.204 0.366 -2.951 0.321 -0.035 0.513 -0.186
C -3.929 1.459 -2.079 -0.170 -0.034 -0.316 -0.105
H -5.804 -0.588 0.563 0.105 -0.112 -0.098 0.087
H -6.035 -0.371 -1.184 0.022 -0.073 0.001 0.086
H -6.323 -1.968 -0.429 -0.114 0.041 -0.043 0.089
H -4.966 -2.168 -2.440 0.089 0.142 0.034 0.128
H -3.386 -2.716 -1.855 -0.007 0.008 -0.054 0.122
H -3.053 -1.142 -3.694 0.037 -0.020 0.052 0.125
H -2.420 -0.428 -2.202 -0.162 -0.054 -0.022 0.095
H -2.988 1.936 -2.370 0.062 0.043 0.097 0.086
H -3.878 1.140 -1.035 0.028 -0.043 0.021 0.079
H -4.737 2.189 -2.181 0.088 -0.158 -0.077 0.092
C 3.205 1.485 -2.279 0.145 -0.188 -0.032 -0.099
O 2.722 0.509 -1.360 -0.388 0.321 -0.055 -0.206
C 1.399 0.806 -0.903 0.238 -0.644 -0.179 -0.196
C 0.360 -0.074 -1.603 -0.042 0.659 -0.321 -0.199
O 0.251 0.257 -2.991 0.299 -0.262 0.481 -0.201
C 0.922 -0.684 -3.824 -0.145 0.126 -0.230 -0.089
H 4.128 1.105 -2.727 -0.147 -0.007 0.156 0.095
H 2.485 1.679 -3.078 0.008 0.004 0.071 0.083
H 3.430 2.413 -1.747 -0.009 0.114 -0.074 0.085
H 1.167 1.870 -1.035 -0.025 -0.107 -0.117 0.125
H 1.377 0.588 0.170 -0.057 -0.041 0.066 0.103
H -0.621 0.116 -1.154 0.032 0.000 0.101 0.107
H 0.590 -1.138 -1.471 0.093 0.101 0.001 0.123
H 0.359 -1.622 -3.847 0.107 -0.084 -0.010 0.092
H 1.942 -0.871 -3.482 -0.026 -0.027 0.039 0.081
H 0.962 -0.276 -4.837 -0.077 0.001 0.155 0.087
C 0.626 0.986 -8.832 0.137 -0.124 0.046 -0.097
O 0.143 0.010 -7.914 -0.346 0.298 -0.126 -0.200
C -1.180 0.307 -7.457 0.190 -0.659 -0.077 -0.194
C -2.219 -0.573 -8.157 -0.057 0.670 -0.207 -0.193
O -2.328 -0.242 -9.545 0.363 -0.357 0.255 -0.194
C -1.657 -1.183 -10.377 -0.180 0.206 -0.082 -0.109
H 1.549 0.606 -9.281 -0.129 -0.020 0.152 0.093
H -0.094 1.180 -9.631 -0.014 -0.010 0.053 0.086
H 0.852 1.915 -8.301 0.013 0.118 -0.070 0.074
H -1.412 1.371 -7.589 -0.019 -0.126 -0.096 0.122
H -1.202 0.089 -6.384 -0.062 0.019 0.015 0.111
H -3.200 -0.383 -7.708 0.034 -0.009 0.038 0.123
H -1.988 -1.637 -8.024 0.100 0.124 -0.015 0.125
H -2.220 -2.121 -10.401 0.099 -0.080 -0.022 0.087
H -0.636 -1.370 -10.036 -0.022 -0.021 0.040 0.082
H -1.616 -0.775 -11.391 -0.089 0.011 0.181 0.091
C 5.731 -5.540 -0.170 -0.027 -0.013 0.225 -0.107
O 5.187 -4.371 0.436 -0.091 -0.029 -0.467 -0.202
C 4.834 -3.377 -0.530 -0.359 -0.028 0.561 -0.191
C 3.321 -3.344 -0.766 0.391 -0.211 -0.646 -0.193
O 2.874 -4.535 -1.423 -0.015 0.046 0.612 -0.190
C 2.243 -5.441 -0.523 0.073 -0.007 -0.347 -0.106
H 5.801 -6.320 0.594 -0.011 0.201 -0.039 0.090
H 5.099 -5.905 -0.983 0.042 0.059 0.005 0.085
H 6.736 -5.327 -0.546 0.011 -0.081 -0.094 0.089
H 5.376 -3.532 -1.471 -0.160 -0.046 0.068 0.128
H 5.145 -2.410 -0.119 -0.030 0.015 -0.059 0.121
H 3.088 -2.508 -1.433 0.037 0.049 0.061 0.110
H 2.779 -3.187 0.174 0.096 -0.074 0.016 0.113
H 1.262 -5.050 -0.234 -0.053 -0.034 0.125 0.078
H 2.850 -5.617 0.368 0.002 0.044 0.018 0.082
H 2.100 -6.393 -1.042 0.031 0.198 -0.010 0.093
C 2.656 7.009 -5.636 -0.260 0.152 -0.056 -0.112
O 1.717 7.244 -6.681 0.375 -0.414 0.051 -0.195
C 2.059 6.545 -7.882 -0.641 0.099 0.078 -0.192
C 1.186 5.300 -8.066 0.635 -0.073 0.069 -0.192
O 1.483 4.309 -7.078 -0.368 0.322 0.149 -0.210
C 0.503 4.269 -6.044 0.249 -0.171 -0.098 -0.106
H 2.241 7.411 -4.707 -0.013 0.019 -0.197 0.088
H 2.846 5.941 -5.498 0.027 0.018 -0.053 0.081
H 3.592 7.529 -5.856 0.100 -0.066 0.061 0.087
H 3.124 6.285 -7.896 -0.139 -0.075 0.052 0.126
H 1.870 7.232 -8.714 0.016 -0.063 0.007 0.124
H 1.412 4.854 -9.040 -0.017 0.051 0.004 0.123
H 0.121 5.560 -8.054 0.133 0.054 0.075 0.127
H -0.421 3.827 -6.429 -0.106 0.056 0.082 0.081
H 0.300 5.264 -5.640 -0.028 0.016 -0.056 0.084
H 0.883 3.636 -5.238 0.019 0.018 -0.172 0.084



55
Properties=species:S:1:pos:R:3:forces:R:3:lowdin_charge:R:1 method="wB97M-V/def2-TZVPD" max_force_ev_per_a=0.92 homo_ev=-10.6 lumo_energy_ev=-0.095 e_tot_ev=-69548.107 smiles=FC(F)C(F)(F)COC(F)(F)C(F)F.FC(F)C(F)(F)COC(F)(F)C(F)F.CC[C@H](F)B[C@H](C)F
C -1.394 -1.320 2.425 -0.397 0.442 -0.245 -0.082
C -2.076 -0.338 1.469 0.062 -0.758 0.195 -0.196
C -3.439 -0.849 1.030 -0.026 0.500 0.775 -0.301
F -3.414 -1.133 -0.347 -0.273 0.077 -0.419 -0.030
B -4.655 0.143 1.307 -0.143 0.218 -0.359 0.050
C -6.092 -0.373 1.671 0.549 -0.334 -0.644 -0.327
C -6.467 -1.760 1.148 -0.043 0.163 0.673 -0.028
F -7.057 0.535 1.233 -0.310 0.420 0.080 -0.051
H -0.959 -2.103 1.835 0.469 -0.486 -0.113 0.076
H -2.115 -1.787 3.072 -0.350 -0.152 0.486 0.064
H -0.655 -0.843 3.044 0.487 0.092 0.146 0.066
H -1.485 -0.307 0.574 0.214 0.313 -0.315 0.080
H -2.106 0.663 1.869 -0.189 0.391 0.190 0.105
H -3.628 -1.791 1.530 -0.016 -0.513 0.004 0.120
H -4.487 1.322 1.244 0.024 0.009 -0.101 0.095
H -6.140 -0.390 2.759 -0.010 0.075 0.436 0.138
H -6.800 -2.372 1.968 -0.133 -0.429 0.345 0.073
H -5.657 -2.274 0.664 0.311 -0.151 -0.372 0.062
H -7.307 -1.673 0.489 -0.322 0.112 -0.569 0.080
C 0.314 0.209 -3.350 -0.034 -0.710 -0.029 -0.041
C -0.098 0.995 -2.096 0.526 0.112 -0.240 -0.433
C -1.319 1.905 -2.217 -0.276 0.097 0.213 -0.293
F -1.102 2.889 -3.113 -0.050 -0.077 0.133 0.098
F -1.551 2.482 -1.011 0.034 -0.062 -0.082 0.093
F 0.960 1.707 -1.641 -0.238 0.222 0.010 0.120
F -0.407 0.071 -1.144 -0.251 0.070 -0.220 0.082
O 1.374 0.746 -4.110 -0.050 0.399 0.244 0.055
C 1.131 1.650 -5.106 -0.058 -0.411 -0.002 -0.551
C 1.857 2.963 -4.822 0.133 0.274 -0.010 -0.284
F 1.405 3.504 -3.672 0.046 0.010 -0.107 0.100
F 1.611 3.831 -5.828 0.003 0.002 -0.009 0.101
F -0.184 1.840 -5.308 0.060 0.087 -0.114 0.151
F 1.645 1.143 -6.248 0.008 0.063 -0.131 0.148
H 0.707 -0.733 -2.976 0.050 0.012 0.101 0.144
H -0.545 -0.049 -3.969 -0.114 0.234 0.021 0.149
H -2.204 1.332 -2.507 0.025 0.003 -0.001 0.176
H 2.932 2.792 -4.739 -0.012 -0.041 -0.028 0.176
C 4.661 0.475 1.768 0.344 0.583 0.038 -0.043
C 4.010 0.005 0.459 0.289 -0.364 0.129 -0.437
C 2.484 -0.037 0.417 -0.451 0.112 -0.087 -0.294
F 1.991 -0.922 1.312 0.057 0.089 -0.175 0.092
F 2.085 -0.429 -0.815 0.460 -0.323 0.103 0.090
F 4.511 -1.199 0.109 -0.056 0.053 -0.049 0.136
F 4.386 0.898 -0.500 -0.111 0.129 0.005 0.108
O 5.130 -0.536 2.633 -0.256 -0.306 -0.232 0.052
C 4.297 -1.083 3.569 0.185 0.358 0.028 -0.551
C 4.151 -2.586 3.344 -0.054 -0.301 0.008 -0.284
F 3.602 -2.823 2.135 0.028 -0.038 0.118 0.101
F 3.334 -3.097 4.292 0.000 -0.001 0.012 0.101
F 3.102 -0.467 3.603 -0.003 -0.103 0.146 0.148
F 4.875 -0.908 4.778 -0.049 -0.048 0.124 0.148
H 5.562 1.003 1.463 0.046 -0.046 -0.088 0.150
H 4.046 1.206 2.291 -0.207 -0.112 -0.054 0.148
H 2.055 0.949 0.617 0.066 0.008 0.001 0.173
H 5.126 -3.075 3.398 0.009 0.038 0.029 0.177